No. 1
DFT (ωB97M-V/def2-TZVPD) results for a 2-piece molecular cluster, C2H8NO2 overall in a non-equilibrium geometry.

## Properties
HOMO level: -15.18 eV
Energy above the lowest of the compared OMol25 structures with the same formula, charge and spin: 109.2 kcal per mole
Net charge: +1

Each line ends with the natural charge from an NBO analysis.
CARTESIAN COORDINATES (ANGSTROEM)
O -1.731 -0.384 -0.485  -0.45
O -0.923 0.320 -1.411  -0.47
N 0.121 0.748 1.307  -0.63
C 0.426 -0.478 0.862  0.37
C 1.395 -0.582 -0.261  -0.73
H -0.025 -1.330 1.454  0.26
H 0.952 0.205 -0.925  0.29
H -1.616 0.495 -2.087  0.49
H 1.540 -1.505 -0.739  0.28
H -0.605 0.922 1.939  0.43
H 2.330 -0.161 -0.024  0.28
H 0.586 1.476 0.823  0.42
H -2.451 0.272 -0.452  0.47


No. 2
DFT (ωB97M-V/def2-TZVPD) results for a 11-piece molecular cluster, C25H72O11 overall in a non-equilibrium geometry.

## Properties
Expectation value of S²: 0.75
HOMO level (spin up / spin down): -11.44 / -11.44 eV
Energy above the lowest of the compared OMol25 structures with the same formula, charge and spin: 0.0 kcal per mole
Spin multiplicity: 2
Net charge: +1

Each line ends with the Mulliken spin population.
CARTESIAN COORDINATES (ANGSTROEM)
O -9.932 24.129 2.015  0.00
O -5.433 22.094 4.505  0.00
O -11.300 21.626 1.810  0.00
O -11.834 25.588 3.412  0.00
O -10.061 24.053 -0.724  0.00
O -11.818 16.668 2.708  0.00
O -5.651 22.810 -0.739  0.00
O -12.778 19.310 2.780  0.00
O -10.017 21.421 7.494  0.00
O -6.661 16.220 5.351  0.00
O -10.512 18.757 7.095  0.74
C -12.329 23.381 -1.514  0.00
C -11.344 27.395 2.023  0.00
C -5.448 21.482 -1.169  0.00
C -10.795 23.635 7.315  0.00
C -6.023 20.013 5.491  0.00
C -9.531 18.069 6.352  0.15
C -12.446 26.507 2.578  0.00
C -9.978 16.646 6.209  0.01
C -8.580 24.452 2.286  0.00
C -10.829 16.528 1.709  0.00
C -6.686 20.674 -1.012  0.00
C -9.428 20.309 2.567  0.02
C -6.559 17.215 3.245  0.00
C -13.930 19.078 0.651  0.00
C -8.315 24.495 3.791  0.00
C -10.784 23.529 -1.830  0.00
C -10.163 22.461 6.564  0.00
C -10.773 15.106 1.237  0.00
C -4.227 20.952 -0.411  0.00
C -10.995 21.864 5.435  0.00
C -10.215 20.765 1.347  0.00
C -6.622 15.900 4.027  0.00
C -14.044 19.348 2.171  0.00
C -13.464 27.303 3.370  0.00
C -6.502 21.137 4.629  0.00
H -6.769 20.776 3.636  0.00
H -14.869 19.317 0.152  0.00
H -12.873 22.844 -2.292  0.00
H -9.295 16.017 5.639  0.00
H -13.628 18.046 0.473  0.00
H -8.397 25.422 1.822  0.00
H -8.492 23.525 4.257  0.00
H -10.893 27.957 2.840  0.00
H -11.122 25.119 2.970  0.00
H -6.242 23.224 -1.373  0.00
H -8.560 18.185 6.833  0.06
H -7.491 15.330 3.697  0.00
H -13.800 28.127 2.740  0.00
H -7.363 21.672 5.030  0.00
H -5.627 17.774 3.337  0.00
H -5.744 15.277 3.860  0.00
H -10.086 19.557 3.001  -0.01
H -3.948 20.039 -0.937  0.00
H -12.957 25.970 1.779  0.00
H -9.959 14.998 0.520  0.00
H -14.432 20.357 2.310  0.00
H -13.068 27.719 4.297  0.00
H -10.370 22.540 -2.026  0.00
H -9.183 22.798 6.227  0.00
H -3.446 21.700 -0.274  0.00
H -10.910 16.598 5.646  0.01
H -11.787 23.390 7.693  0.00
H -9.661 21.888 8.253  0.00
H -6.079 20.276 6.547  0.00
H -11.013 22.542 4.581  0.00
H -6.476 19.661 -1.356  0.00
H -5.002 19.675 5.315  0.00
H -13.121 19.716 0.294  0.00
H -5.470 22.505 3.638  0.00
H -11.701 28.090 1.263  0.00
H -6.664 19.134 5.411  0.00
H -11.727 14.733 0.864  0.00
H -10.671 24.230 -2.657  0.00
H -9.141 24.133 -0.986  0.00
H -9.842 16.822 2.067  0.00
H -14.715 18.659 2.683  0.00
H -12.815 24.353 -1.435  0.00
H -9.522 21.307 0.704  0.00
H -6.624 17.010 2.177  0.00
H -8.477 19.845 2.307  0.00
H -12.057 17.596 2.654  0.00
H -10.959 24.423 6.579  0.00
H -10.599 26.761 1.541  0.00
H -14.370 26.716 3.517  0.00
H -7.850 23.792 1.819  0.00
H -10.545 14.441 2.070  0.00
H -6.975 20.576 0.035  0.00
H -12.420 22.874 -0.553  0.00
H -11.046 17.299 0.970  0.00
H -7.511 21.109 -1.576  0.00
H -9.991 23.937 1.076  0.00
H -6.130 15.563 5.807  0.00
H -12.024 21.793 5.786  0.00
H -10.604 19.897 0.814  0.00
H -10.259 16.096 7.107  0.00
H -10.113 24.089 8.033  0.00
H -9.274 21.137 3.259  -0.01
H -9.552 18.593 5.396  0.03
H -5.252 21.601 -2.234  0.00
H -10.201 19.660 7.186  -0.01
H -8.805 25.292 4.351  0.00
H -10.710 20.847 5.164  0.00
H -12.291 20.099 2.529  0.00
H -4.535 20.632 0.584  0.00
H -10.992 22.506 2.037  0.00
H -7.351 17.916 3.509  0.00
H -7.238 24.581 3.934  0.00


No. 3
DFT (ωB97M-V/def2-TZVPD) results for C2H3N3O3 in the gas phase in a non-equilibrium geometry.

## Properties
HOMO level: -9.92 eV
Energy above the lowest of the compared OMol25 structures with the same formula, charge and spin: 69.4 kcal per mole
Structure (SMILES): [H]/N=C1\NOC(=O)NO1

Each line ends with the natural charge from an NBO analysis.
CARTESIAN COORDINATES (ANGSTROEM)
O 1.122 0.115 0.717  -0.35
O -1.505 0.023 -0.220  -0.34
O 1.079 -2.132 0.968  -0.55
N -0.629 -1.110 -0.014  -0.38
N -0.982 2.189 -1.084  -0.65
N 0.762 0.778 -0.422  -0.37
C -0.519 1.201 -0.480  0.65
C 0.602 -1.157 0.542  0.85
H 1.389 1.568 -0.723  0.40
H -0.310 2.947 -0.991  0.35
H -1.205 -1.836 0.264  0.40


No. 4
DFT (ωB97M-V/def2-TZVPD) results for C2H6N2O in the gas phase in a non-equilibrium geometry.

## Properties
HOMO level: -8.99 eV
Energy above the lowest of the compared OMol25 structures with the same formula, charge and spin: 75.7 kcal per mole
Structure (SMILES): [H]/N=C(/N)CO

Each line ends with the natural charge from an NBO analysis.
CARTESIAN COORDINATES (ANGSTROEM)
O 0.208 1.525 -0.673  -0.72
N -0.695 -1.411 0.825  -0.74
N 0.828 -1.043 -0.729  -0.89
C -0.130 -0.500 0.230  0.44
C -0.267 1.080 0.460  -0.11
H -1.330 1.502 0.497  0.19
H 0.414 2.508 -0.640  0.48
H 0.319 -2.110 -0.677  0.43
H 0.487 1.265 1.400  0.17
H 1.132 -0.509 -1.649  0.41
H -1.236 -1.155 1.639  0.35


No. 5
DFT (ωB97M-V/def2-TZVPD) results for a 3-piece molecular cluster, C18H25BrO4 overall in a non-equilibrium geometry.

## Properties
HOMO level: -9.43 eV
Structure (SMILES): O=C1C=CC(=O)c2cc(Br)ccc21.CCOCC.CCOCC

Each line ends with the natural charge from an NBO analysis.
CARTESIAN COORDINATES (ANGSTROEM)
Br -2.550 2.242 -2.554  0.08
O 5.023 -3.237 3.269  -0.54
O 2.792 4.697 -2.357  -0.49
O 4.013 0.609 -0.084  -0.50
O -5.757 0.035 -1.032  -0.54
C 2.855 3.501 -2.461  0.55
C 5.877 -2.495 4.123  -0.06
C -0.713 1.887 -2.049  -0.08
C -6.290 -1.240 -1.350  -0.06
C 3.785 -2.629 2.936  -0.07
C 4.464 1.584 -2.281  -0.26
C 2.041 1.312 -1.352  -0.11
C -6.788 -1.351 -2.780  -0.64
C -7.843 1.035 -0.204  -0.64
C -0.347 0.683 -1.334  -0.22
C 0.307 2.857 -2.421  -0.20
C 1.025 0.347 -0.957  -0.18
C 3.934 -1.312 2.195  -0.64
C -6.647 1.135 -1.135  -0.06
C 3.571 1.102 -1.087  0.55
C 1.672 2.549 -2.068  -0.11
C 5.272 -2.207 5.487  -0.64
C 4.132 2.725 -2.935  -0.25
H 2.959 -0.946 1.870  0.21
H 1.319 -0.571 -0.411  0.25
H -7.655 -0.711 -2.956  0.20
H -1.146 -0.042 -1.073  0.24
H -6.009 -1.049 -3.484  0.21
H -8.435 1.952 -0.244  0.22
H -6.069 2.023 -0.870  0.19
H 4.574 -1.432 1.320  0.22
H 3.260 -3.339 2.293  0.18
H -5.478 -1.955 -1.203  0.19
H -7.077 -1.512 -0.637  0.16
H 6.197 -1.570 3.632  0.16
H 4.704 3.097 -3.812  0.24
H 4.411 -1.539 5.412  0.20
H 4.382 -0.543 2.826  0.20
H -7.517 0.871 0.825  0.21
H 6.775 -3.101 4.258  0.18
H 4.929 -3.130 5.958  0.21
H -8.497 0.204 -0.476  0.20
H 5.344 1.006 -2.636  0.24
H 6.008 -1.731 6.137  0.21
H -7.084 -2.378 -3.002  0.22
H 0.075 3.804 -2.954  0.25
H -6.967 1.270 -2.174  0.16
H 3.167 -2.509 3.834  0.16


No. 6
DFT (ωB97M-V/def2-TZVPD) results for C3CsLiMgO3 as an isolated structure in a non-equilibrium geometry.

## Properties
HOMO level (spin up / spin down): -13.14 / -12.23 eV
Energy above the lowest of the compared OMol25 structures with the same formula, charge and spin: 7.6 kcal per mole
Net charge: +2

Each line ends with the natural charge from an NBO analysis.
CARTESIAN COORDINATES (ANGSTROEM)
Cs -2.256 -2.392 2.397  0.99
Mg 3.276 -3.127 -4.312  0.97
O 2.468 -1.761 -2.695  -0.81
O -1.195 3.333 1.695  -0.63
O -2.719 1.606 1.434  -0.43
C -1.918 2.439 1.519  1.07
C 1.433 -1.682 -1.905  0.22
C 0.478 -1.753 -1.118  -0.38
Li 0.432 3.338 2.983  0.99